1.
{"formula": "C3H9BrN3", "method": "the ωB97M-V functional and the def2-TZVPD basis", "total_charge": 1, "orbital_gap_ev": 8.93, "lumo_ev": -5.12, "de_lowest_ev": 2.777, "elements": ["C", "C", "C", "N", "N", "N", "Br", "H", "H", "H", "H", "H", "H", "H", "H", "H"], "coordinates": [[-0.5446, 0.0258, 1.8404], [1.0236, 0.6785, -1.5775], [0.7930, 0.2291, -0.1968], [-1.6904, 0.2387, 2.2326], [-0.3978, 0.2426, 0.3932], [-1.4817, 0.0842, -0.3475], [2.3807, -0.0686, 0.7385], [0.4310, -0.0507, 2.2878], [0.8959, -0.1301, -2.2916], [2.1123, 0.9151, -1.7518], [0.4588, 1.6754, -1.9245], [1.0941, -2.3843, -0.4125], [-1.8316, 0.0106, 3.1557], [-2.3591, 0.2787, 0.0785], [0.4726, -2.1618, -0.8792], [-1.3567, 0.4169, -1.3452]]}

2.
{"formula": "C24H66FN6O6Pd", "method": "the ωB97M-V functional and the def2-TZVPD basis", "multiplicity": 3, "total_charge": 1, "orbital_gap_ev": [7.91, 6.21], "s2": 2.005, "lumo_ev": [-2.59, -4.30], "de_lowest_ev": 0.000, "elements": ["Pd", "F", "C", "C", "C", "O", "C", "N", "H", "H", "H", "H", "H", "H", "H", "H", "H", "H", "H", "C", "C", "C", "O", "C", "N", "H", "H", "H", "H", "H", "H", "H", "H", "H", "H", "H", "C", "C", "C", "O", "C", "N", "H", "H", "H", "H", "H", "H", "H", "H", "H", "H", "H", "C", "C", "C", "O", "C", "N", "H", "H", "H", "H", "H", "H", "H", "H", "H", "H", "H", "C", "C", "C", "O", "C", "N", "H", "H", "H", "H", "H", "H", "H", "H", "H", "H", "H", "C", "C", "C", "O", "C", "N", "H", "H", "H", "H", "H", "H", "H", "H", "H", "H", "H"], "coordinates": [[1.3842, -1.8074, -0.3814], [0.1681, -0.1094, -0.1932], [1.3410, 4.9522, 0.0454], [1.5163, 3.4552, -0.2156], [2.9625, 3.0390, -0.0332], [3.7779, 3.6335, -1.0158], [5.1607, 3.5659, -0.7772], [0.6134, 2.6784, 0.6063], [0.3269, 5.2753, -0.1941], [1.9693, 5.4512, -0.6964], [1.5623, 5.2286, 1.0741], [1.2568, 3.2968, -1.2642], [3.0993, 1.9444, -0.0619], [3.3165, 3.3050, 0.9788], [5.4858, 4.4642, -0.2472], [5.7028, 3.4634, -1.7171], [5.4224, 2.6765, -0.1863], [0.6085, 1.6920, 0.3563], [0.5975, 2.7264, 1.6136], [-0.8343, -5.1912, -1.7807], [-1.0332, -3.6979, -1.9543], [-2.4656, -3.3689, -2.2747], [-2.5245, -1.9735, -2.4651], [-3.7330, -1.4802, -2.9776], [-0.6007, -2.9465, -0.7469], [-1.0176, -5.7035, -2.7308], [-1.5117, -5.6764, -1.0760], [0.1964, -5.4575, -1.5390], [-0.4070, -3.3900, -2.7927], [-3.1651, -3.6666, -1.4793], [-2.7961, -3.8759, -3.1920], [-3.7480, -0.3957, -2.9891], [-4.5910, -1.9034, -2.4404], [-3.8896, -1.7987, -4.0214], [-1.1874, -2.1039, -0.7652], [-0.9374, -3.4165, 0.0928], [2.0567, -0.4476, 3.0313], [2.0318, -1.9531, 2.8103], [1.8175, -2.6955, 4.1402], [2.8457, -2.4937, 5.0660], [4.0763, -3.1001, 4.7540], [0.9671, -2.2676, 1.8288], [1.1833, -0.1140, 3.6076], [1.9931, 0.1746, 2.1335], [2.9266, -0.1752, 3.6300], [3.0111, -2.2287, 2.4133], [1.6461, -3.7537, 3.8872], [0.9209, -2.2865, 4.6109], [4.0444, -4.1972, 4.7927], [4.7737, -2.8099, 5.5388], [4.4892, -2.8196, 3.7811], [0.7440, -3.2512, 2.0020], [0.1096, -1.8145, 2.1473], [-3.5752, -1.1001, 0.7847], [-3.2494, -0.1543, 1.9194], [-2.0320, -0.5903, 2.7358], [-1.9644, -1.9793, 3.0352], [-2.7878, -2.3313, 4.1339], [-2.9990, 1.1839, 1.3077], [-4.5580, -0.9337, 0.3468], [-3.4765, -2.1404, 1.1167], [-2.8977, -1.0060, -0.0710], [-4.1052, 0.0068, 2.5769], [-1.8649, -0.0374, 3.6698], [-1.1592, -0.3138, 2.1327], [-3.8259, -2.0526, 3.9311], [-2.4391, -1.8680, 5.0611], [-2.7605, -3.4133, 4.2485], [-3.0993, 1.8983, 2.0263], [-2.0168, 1.2582, 1.0372], [-2.1985, 4.3825, -2.5378], [-2.3655, 3.0865, -1.7654], [-3.5729, 2.2842, -2.2235], [-4.7766, 3.0230, -2.3471], [-5.3243, 3.4228, -1.1002], [-1.1828, 2.2379, -1.8949], [-3.1241, 4.9615, -2.4981], [-2.0938, 4.1488, -3.6026], [-1.3777, 5.0078, -2.1923], [-2.5010, 3.3671, -0.7085], [-3.7031, 1.4665, -1.4970], [-3.4607, 1.8373, -3.2144], [-6.3344, 3.7594, -1.3269], [-4.7668, 4.2615, -0.6693], [-5.3285, 2.5992, -0.3805], [-1.2838, 1.3786, -1.3579], [-0.4074, 2.6897, -1.4165], [2.1277, 0.9716, -2.8379], [2.5077, -0.5031, -2.9372], [3.6826, -0.8122, -1.9944], [3.2976, -0.6601, -0.6312], [4.4125, -0.7127, 0.2545], [1.3574, -1.3515, -2.5338], [1.3967, 1.2373, -3.5989], [3.0211, 1.5751, -3.0094], [1.7712, 1.1923, -1.8353], [2.8095, -0.7372, -3.9600], [4.4201, -0.0352, -2.2269], [4.1476, -1.7858, -2.1834], [4.0515, -0.6452, 1.2780], [5.0387, 0.1681, 0.0957], [4.9742, -1.6376, 0.1114], [0.4892, -1.0143, -2.9550], [1.4443, -2.2418, -3.0297]]}

3.
{"formula": "C5H31NO10", "method": "the ωB97M-V functional and the def2-TZVPD basis", "multiplicity": 2, "total_charge": 1, "orbital_gap_ev": [10.62, 5.51], "s2": 0.755, "lumo_ev": [-3.27, -8.37], "de_lowest_ev": 6.724, "elements": ["C", "O", "C", "C", "C", "C", "N", "H", "H", "H", "H", "H", "H", "H", "H", "H", "H", "H", "H", "H", "H", "H", "O", "H", "H", "O", "H", "H", "O", "H", "H", "O", "H", "H", "O", "H", "H", "O", "H", "H", "O", "H", "H", "O", "H", "H", "O"], "coordinates": [[0.0113, -2.4207, -0.2279], [-0.6025, -2.7039, 0.9816], [0.4460, -0.8749, -0.3002], [1.9699, -0.9536, -0.5448], [2.2664, -1.4562, -1.9854], [2.7514, 0.3952, -0.0833], [-0.0438, 0.0424, 0.6774], [-0.5353, -2.5762, -1.1880], [0.9133, -3.0786, -0.1402], [-1.3903, -2.3174, 1.0541], [-0.1125, -0.5716, -1.2931], [2.4164, -1.6471, 0.1400], [1.9164, -2.4362, -2.2340], [3.3055, -1.5133, -2.0958], [1.8755, -0.7602, -2.7220], [2.4526, 0.5536, 0.9898], [2.5435, 1.1662, -0.7361], [3.8224, 0.4234, -0.1194], [-0.9181, 0.0847, 0.6153], [0.2814, -0.1076, 1.6175], [-0.3213, -2.0836, -4.0386], [-0.3280, -1.2840, -2.7456], [-0.1633, -2.0719, -3.0559], [-0.4985, 3.6949, 2.3348], [0.9105, 4.0346, 2.1784], [0.3731, 3.5442, 2.8329], [-1.2655, 3.0803, 0.3191], [0.1263, 2.3331, 0.2513], [-0.2869, 3.2528, 0.2229], [2.0431, 3.1146, -2.5294], [1.2425, 2.1593, -1.6311], [1.3637, 2.5731, -2.4717], [-0.8603, -0.6400, 3.5627], [-1.4104, 0.5850, 4.4884], [-1.5419, -0.3642, 4.3449], [-4.2605, -0.8099, -1.6024], [-3.1540, -1.9071, -1.6393], [-3.9743, -1.6920, -1.9659], [-2.4760, 0.9372, -2.2989], [-1.0860, 1.1514, -1.6038], [-1.8091, 0.4081, -1.7732], [-3.3484, 1.9359, 2.0151], [-3.8483, 1.1512, 0.5791], [-3.2253, 1.1796, 1.3293], [0.8785, -0.7031, 3.5747], [2.2937, -1.3403, 3.3728], [1.2572, -1.4873, 3.5436]]}

4.
{"formula": "C2HF3S", "method": "the ωB97M-V functional and the def2-TZVPD basis", "smiles": "F[C@@H]1SC1(F)F", "orbital_gap_ev": 10.95, "lumo_ev": 0.58, "de_lowest_ev": 0.927, "elements": ["C", "C", "F", "F", "F", "S", "H"], "coordinates": [[-0.6949, 0.3406, 0.0742], [0.5851, -0.2866, -0.0833], [-1.0540, 1.3134, -0.8510], [1.6107, -0.1234, -0.9447], [0.5365, -1.6062, 0.1691], [0.4597, 0.7744, 1.4388], [-1.4431, -0.4121, 0.1967]]}

5.
{"formula": "C28H64N2O9S", "method": "the ωB97M-V functional and the def2-TZVPD basis", "smiles": "C=CC[C@]1(N=C(C)C)C[C@H](CN)S(=O)(=O)O[C@H]1OCC.CC(C)O.CC(C)O.CC(C)O.CC(C)O.CC(C)O", "orbital_gap_ev": 8.22, "lumo_ev": 0.55, "elements": ["C", "C", "C", "C", "N", "C", "C", "C", "C", "C", "C", "N", "S", "O", "O", "O", "C", "O", "C", "C", "H", "H", "H", "H", "H", "H", "H", "H", "H", "H", "H", "H", "H", "H", "H", "H", "H", "H", "H", "H", "H", "H", "H", "H", "C", "C", "C", "O", "H", "H", "H", "H", "H", "H", "H", "H", "C", "C", "C", "O", "H", "H", "H", "H", "H", "H", "H", "H", "C", "C", "C", "O", "H", "H", "H", "H", "H", "H", "H", "H", "C", "C", "C", "O", "H", "H", "H", "H", "H", "H", "H", "H", "C", "C", "C", "O", "H", "H", "H", "H", "H", "H", "H", "H"], "coordinates": [[-0.5234, -0.2299, 2.8066], [-1.2349, 0.8957, 2.5196], [-0.6670, 2.0633, 1.7812], [-1.3593, 2.1707, 0.3825], [-2.7559, 2.3546, 0.4638], [-3.4814, 3.2814, 0.9302], [-3.8982, 3.3798, 2.3835], [-4.0925, 4.3411, 0.0489], [-1.0635, 0.8578, -0.3871], [-0.9627, 0.9839, -1.9415], [0.5222, 0.7029, -2.3797], [1.2468, 1.6913, -3.1643], [-1.7223, 2.4662, -2.5982], [-3.1356, 2.2957, -2.4528], [-1.3006, 2.7443, -3.9359], [-1.2711, 3.6433, -1.6294], [-0.6098, 3.2611, -0.3993], [-0.3892, 4.4122, 0.3103], [0.8862, 5.0056, 0.0737], [1.9305, 4.5639, 1.0803], [0.3527, -0.1875, 3.4486], [-0.8353, -1.1898, 2.4023], [-2.2646, 0.9551, 2.8682], [-0.7197, 3.0246, 2.2984], [0.3959, 1.8484, 1.6281], [-4.1338, 4.4124, 2.6383], [-4.7882, 2.7593, 2.5056], [-3.1172, 3.0309, 3.0552], [-5.1778, 4.3455, 0.1951], [-3.9112, 4.1179, -0.9972], [-3.7066, 5.3192, 0.3389], [-0.1357, 0.4625, 0.0209], [-1.8485, 0.1456, -0.1453], [-1.5919, 0.2003, -2.3569], [1.1424, 0.4720, -1.5169], [0.5113, -0.2074, -2.9769], [1.1917, 2.6284, -2.7916], [0.9464, 1.6958, -4.1266], [0.3633, 2.8343, -0.6839], [1.2335, 4.8322, -0.9446], [0.7673, 6.0832, 0.1721], [2.8355, 5.1561, 0.9455], [1.5754, 4.7219, 2.0992], [2.1824, 3.5066, 0.9832], [-3.8216, -2.7932, 6.7995], [-3.0489, -1.5536, 6.3746], [-3.9535, -0.5483, 5.6766], [-1.9671, -1.9132, 5.5196], [-4.2452, -3.2940, 5.9245], [-3.1600, -3.5028, 7.2964], [-4.6362, -2.5409, 7.4798], [-2.5939, -1.0888, 7.2505], [-4.3796, -0.9868, 4.7697], [-3.3834, 0.3328, 5.3796], [-4.7725, -0.2320, 6.3242], [-2.3353, -2.3251, 4.7302], [4.6489, -3.1256, -2.1449], [3.2473, -2.6816, -2.5333], [3.0918, -2.5878, -4.0434], [2.9597, -1.4173, -1.9340], [5.3946, -2.4079, -2.4980], [4.7440, -3.1816, -1.0603], [4.8861, -4.1034, -2.5663], [2.5175, -3.3877, -2.1325], [3.7882, -1.8504, -4.4516], [2.0837, -2.2637, -4.3038], [3.2831, -3.5484, -4.5235], [3.5988, -0.7818, -2.2769], [2.7075, -4.8230, 2.3277], [2.3243, -4.4520, 0.9038], [1.3246, -3.3068, 0.8761], [1.7755, -5.5879, 0.2327], [1.8256, -5.1507, 2.8848], [3.4201, -5.6481, 2.3277], [3.1533, -3.9769, 2.8521], [3.2182, -4.1679, 0.3476], [0.4008, -3.5886, 1.3906], [1.0589, -3.0567, -0.1518], [1.7293, -2.4145, 1.3560], [0.9802, -5.8564, 0.7083], [0.7375, 8.5144, -1.8274], [1.8691, 7.8954, -2.6338], [1.8872, 8.4351, -4.0556], [1.7522, 6.4711, -2.6547], [-0.2281, 8.2705, -2.2787], [0.7296, 8.1268, -0.8089], [0.8335, 9.5998, -1.7827], [2.8236, 8.1077, -2.1497], [0.9529, 8.1873, -4.5665], [2.7017, 7.9861, -4.6238], [2.0097, 9.5189, -4.0675], [0.9155, 6.2555, -3.0845], [0.9328, -9.2992, -1.2195], [-0.4617, -8.8490, -1.6275], [-0.5971, -8.7644, -3.1401], [-0.7619, -7.5860, -1.0355], [1.6801, -8.5816, -1.5684], [1.0140, -9.3537, -0.1338], [1.1714, -10.2788, -1.6366], [-1.2021, -9.5467, -1.2331], [0.1093, -8.0333, -3.5429], [-1.6004, -8.4392, -3.4160], [-0.4014, -9.7287, -3.6109], [-0.1180, -6.9478, -1.3670]]}

6.
{"formula": "C4H12N5", "method": "the ωB97M-V functional and the def2-TZVPD basis", "total_charge": 1, "orbital_gap_ev": 7.59, "lumo_ev": -4.13, "de_lowest_ev": 2.161, "elements": ["C", "C", "C", "C", "N", "N", "N", "N", "N", "H", "H", "H", "H", "H", "H", "H", "H", "H", "H", "H", "H"], "coordinates": [[-1.0207, 1.8123, -0.9426], [0.1760, -1.6121, -0.6922], [-0.7043, 0.1423, 0.5864], [0.1171, -0.2389, -0.4712], [-1.0903, 1.4026, 0.4844], [0.2101, -2.4659, 0.4061], [-1.3475, -0.5466, 1.5971], [2.3348, 0.5319, -0.0174], [-0.1477, 0.8086, -1.5853], [-2.0583, 1.6541, -1.3267], [-0.7737, 2.8397, -1.1524], [0.2772, -2.1932, -1.5960], [-1.3383, 2.0480, 1.2486], [-0.3287, -2.0531, 1.1536], [0.0919, -3.4243, 0.1272], [-1.6184, 0.0096, 2.4260], [-2.0151, -1.3350, 1.6659], [2.7864, -0.2790, -0.4728], [2.7140, 1.3082, -0.4451], [0.8129, 0.9906, -1.9978], [2.9223, 0.6000, 1.0042]]}

7.
{"formula": "C8H10N6O", "method": "the ωB97M-V functional and the def2-TZVPD basis", "orbital_gap_ev": 8.80, "lumo_ev": 0.61, "de_lowest_ev": 6.786, "elements": ["C", "C", "C", "C", "C", "C", "C", "C", "N", "N", "N", "N", "N", "N", "O", "H", "H", "H", "H", "H", "H", "H", "H", "H", "H"], "coordinates": [[-1.5922, -1.5873, 0.7815], [-1.9988, -0.2357, 0.5517], [-0.4097, -1.8629, 1.2765], [-1.1843, 0.7645, 0.6139], [0.5506, -0.7797, 1.5576], [0.2171, 0.7030, 1.0683], [1.9241, -1.0121, 0.9088], [0.9271, 1.8927, 1.5655], [1.1677, 2.0119, -0.9347], [1.5168, 1.3545, -3.1175], [-0.3901, -0.7411, -2.8782], [1.4471, 1.5128, -1.9824], [-1.3527, 0.0033, -2.7856], [1.3521, 1.3661, 0.3402], [2.0395, -1.8329, 0.0388], [-2.3402, -2.2772, 0.4243], [-3.0331, -0.0791, 0.2968], [0.1314, -2.7673, 1.3829], [-1.6262, 1.7483, 0.2844], [0.6700, -0.9061, 2.5576], [2.6949, -0.2765, 1.1377], [0.3144, 2.6897, 1.4992], [1.5760, 1.9383, 2.4159], [-2.1458, -0.0925, -3.4374], [-0.4558, -1.5346, -3.5660]]}

8.
{"formula": "C2H6INOP", "method": "the ωB97M-V functional and the def2-TZVPD basis", "total_charge": 1, "smiles": "[NH3+]CC(=O)PI", "orbital_gap_ev": 9.03, "lumo_ev": -4.15, "de_lowest_ev": 0.000, "elements": ["C", "C", "N", "O", "P", "I", "H", "H", "H", "H", "H", "H"], "coordinates": [[-0.4350, -0.8066, -1.3394], [0.6629, -0.0930, -0.4620], [-0.0089, 1.2276, -0.0340], [-1.4121, -0.2313, -1.6753], [-0.2054, -2.5812, -1.9725], [2.2294, -2.7951, -1.6265], [0.9992, -0.7758, 0.3142], [1.3793, 0.2676, -1.1910], [-0.6497, 1.3424, -0.9084], [0.7806, 1.9345, -0.0330], [-0.5824, 1.0442, 0.8137], [-0.5393, -2.9896, -0.7266]]}

9.
{"formula": "C3H4F2OS", "method": "the ωB97M-V functional and the def2-TZVPD basis", "smiles": "O=CC=S.FCF", "orbital_gap_ev": 7.88, "lumo_ev": -1.24, "de_lowest_ev": 2.140, "elements": ["C", "C", "C", "H", "H", "H", "H", "O", "F", "F", "S"], "coordinates": [[-0.3750, 1.0457, -1.6193], [-0.1227, -0.2695, 1.3798], [0.7418, -1.4692, 1.1183], [-0.1068, 0.9855, -2.6780], [-1.4389, 1.2560, -1.4734], [-0.1113, 0.4776, 0.5846], [0.7389, -2.2336, 1.9181], [1.3904, -1.5779, 0.1072], [0.3510, 2.0315, -1.0354], [-0.0756, -0.1351, -1.0239], [-0.9917, -0.1110, 2.7219]]}

10.
{"formula": "C5H5NO", "method": "the ωB97M-V functional and the def2-TZVPD basis", "orbital_gap_ev": 9.42, "lumo_ev": 0.79, "de_lowest_ev": 4.831, "elements": ["O", "C", "C", "C", "C", "C", "N", "H", "H", "H", "H", "H"], "coordinates": [[0.9453, -2.1535, 1.6353], [0.8420, -1.0079, 1.5027], [0.2964, -0.4532, -0.3893], [-1.0915, -0.2682, -0.8591], [-0.1766, 0.9260, -0.8970], [0.1974, 1.2813, 0.4084], [0.5182, 1.5339, 1.5366], [0.8403, 0.4761, 1.9308], [1.0389, -0.9731, -0.9860], [-1.9184, -0.2778, -0.1500], [-1.3477, -0.6453, -1.8482], [0.1398, 1.4487, -1.7917]]}

11.
{"formula": "C2H6N2O2S", "method": "the ωB97M-V functional and the def2-TZVPD basis", "orbital_gap_ev": 9.60, "lumo_ev": -0.69, "de_lowest_ev": 4.172, "elements": ["C", "C", "N", "N", "O", "O", "S", "H", "H", "H", "H", "H", "H"], "coordinates": [[-2.3684, 0.5592, -1.4030], [-1.3937, 1.4068, -1.3721], [1.4944, -0.9408, 2.7332], [1.3803, -0.1468, 1.7886], [1.8852, -2.3472, 0.4193], [2.1148, -0.2862, -0.8645], [1.2783, -1.1394, -0.1078], [-3.2508, 0.7954, -2.0435], [-2.3040, -0.3266, -0.8909], [-1.5317, 2.2244, -1.9149], [1.7558, -1.8453, 2.2239], [-0.3860, 1.2064, -0.8930], [1.3257, 0.8402, 2.3246]]}

12.
{"formula": "C4H9NO2", "method": "the ωB97M-V functional and the def2-TZVPD basis", "smiles": "C[C@@H](CO)NC=O", "orbital_gap_ev": 10.51, "lumo_ev": 0.81, "de_lowest_ev": 1.754, "elements": ["C", "C", "C", "O", "N", "C", "O", "H", "H", "H", "H", "H", "H", "H", "H", "H"], "coordinates": [[-1.1553, 1.3722, -0.1682], [-0.1273, 0.2332, 0.2141], [-0.8413, -1.1597, 0.0356], [-0.6677, -2.0800, 1.0862], [1.0133, 0.3987, -0.6805], [2.1439, -0.2156, -0.2594], [2.1505, -0.9851, 0.6840], [-0.7616, 2.3706, 0.0399], [-2.1159, 1.2733, 0.3486], [-1.4215, 1.3668, -1.2528], [0.5146, 0.1438, 1.1852], [-1.9249, -1.0242, -0.0900], [-0.4441, -1.6423, -0.8563], [-0.3640, -1.5851, 1.8447], [1.0730, 1.1634, -1.3341], [3.0508, 0.0528, -0.8193]]}